[1]
Formula: C21H55NO7
Source: the OMol25 dataset
Level of theory: ωB97M-V/def2-TZVPD

Atoms and positions in Å:
C 5.705 0.064 -0.590
C 4.253 -0.327 -0.960
O 4.189 -1.001 -2.236
H 6.453 -0.679 -0.677
H 5.987 0.677 0.250
H 5.922 0.747 -1.452
H 3.600 0.521 -0.917
H 3.748 -0.961 -0.237
H 3.406 -1.402 -2.413
C 1.120 3.713 -0.696
C 0.222 4.879 -1.063
O -0.881 4.199 -1.762
H 2.129 4.045 -0.979
H 0.936 2.807 -1.342
H 1.071 3.575 0.358
H 0.533 5.598 -1.806
H -0.170 5.446 -0.118
H -1.509 4.851 -2.141
C 1.331 1.507 2.300
C 1.658 0.259 1.460
O 0.635 -0.691 1.775
H 2.049 2.238 2.183
H 1.451 1.229 3.371
H 0.400 2.122 2.153
H 2.632 -0.103 1.658
H 1.628 0.533 0.460
H 0.193 -0.857 0.910
C -2.241 0.740 3.411
C -2.811 -0.664 3.184
O -3.682 -0.609 2.100
H -3.013 1.537 3.731
H -1.749 0.863 2.425
H -1.435 0.802 4.156
H -3.268 -1.069 4.089
H -1.949 -1.389 2.940
H -4.574 -0.779 2.450
C 3.835 -2.874 2.327
C 2.538 -3.446 1.788
O 1.449 -3.202 2.651
H 3.897 -1.775 2.298
H 4.709 -3.339 1.857
H 3.983 -3.089 3.433
H 2.609 -4.527 1.697
H 2.420 -3.106 0.799
H 1.259 -2.250 2.517
C -3.764 4.260 0.580
C -2.962 3.076 1.074
O -3.593 1.903 0.576
H -4.693 3.909 0.148
H -3.207 4.716 -0.228
H -4.078 4.981 1.310
H -3.156 2.939 2.088
H -1.843 3.156 0.816
H -3.203 1.111 0.953
C 0.793 0.346 -2.512
C -0.535 -0.294 -2.087
C -1.328 -0.619 -3.361
C -2.480 -1.517 -3.197
C -2.610 -2.202 -1.817
C -1.233 -2.604 -1.222
N -0.190 -1.568 -1.358
O 0.999 -1.742 -0.925
C -0.725 -3.880 -1.843
C -1.379 -2.820 0.329
C -1.270 0.596 -1.026
H 1.213 -0.493 -3.102
H 1.409 0.499 -1.690
H 0.712 1.155 -3.145
H -0.670 -1.078 -4.094
H -1.552 0.286 -3.793
H -2.374 -2.310 -3.918
H -3.454 -1.100 -3.407
H -3.279 -3.120 -1.689
H -3.189 -1.424 -1.180
H 1.443 -2.392 -1.504
H -1.477 -4.608 -1.593
H 0.232 -4.184 -1.489
H -0.458 -3.646 -2.908
H -2.061 -3.652 0.519
H -1.846 -1.994 0.716
H -0.493 -3.149 0.897
H -0.611 1.254 -0.378
H -1.879 0.034 -0.396
H -1.878 1.364 -1.489

HOMO energy ... -0.279 Eh
Frontier orbital gap ... 8.15 eV
Energy ... -1414.2933 hartree
Structure (SMILES) ... CC1(C)CCCC(C)(C)N1O.CCO.CCO.CCO.CCO.CCO.CCO
Max |F| ... 7.6 eV Å⁻¹
Relative energy (zero: lowest compared OMol25 entry of this formula, charge and spin) ... 4.622 eV
Net charge ... 0

[2]
Formula: C5H13NOS
Source: the OMol25 dataset
Level of theory: ωB97M-V/def2-TZVPD

Atoms and positions in Å:
C 2.632 -0.676 1.461
C 1.285 -1.151 1.964
O 0.758 -0.668 2.954
N 0.622 -2.091 1.232
H 3.378 -1.325 1.900
H 2.756 0.351 1.752
H -0.084 -2.552 1.791
H 1.102 -2.671 0.558
H 2.690 -0.768 0.384
C -1.444 0.253 -0.314
C -1.684 1.700 0.045
C -0.670 0.898 -2.931
S -0.077 0.006 -1.467
H -1.102 -0.345 0.529
H -2.327 -0.268 -0.682
H -2.237 2.204 -0.760
H -0.800 2.239 0.374
H -1.308 0.249 -3.532
H -1.284 1.736 -2.620
H 0.205 1.164 -3.501
H -2.410 1.717 0.864

HOMO energy ... -0.309 Eh
Frontier orbital gap ... 9.18 eV
Energy ... -726.5011 hartree
Structure (SMILES) ... CC(N)=O.CCSC
Max |F| ... 1.4 eV Å⁻¹
Relative energy (zero: lowest compared OMol25 entry of this formula, charge and spin) ... 0.000 eV
Net charge ... 0

[3]
Formula: C4H7ClOS
Source: the OMol25 dataset
Level of theory: ωB97M-V/def2-TZVPD

Atoms and positions in Å:
C 0.537 -0.157 1.497
C 0.714 0.006 -0.005
C -0.116 0.869 -0.950
C -0.225 -0.542 -0.992
H 0.685 -1.244 1.973
H 1.311 0.465 2.065
H -0.533 0.038 1.796
H 0.556 1.342 -1.662
H -0.737 2.393 0.156
H -0.077 -1.000 -1.907
H -1.496 -2.343 -0.745
O -1.089 1.691 -0.325
S -1.841 -1.039 -0.303
Cl 2.311 -0.478 -0.598

HOMO energy ... -0.328 Eh
Frontier orbital gap ... 9.50 eV
Energy ... -1090.1474 hartree
Structure (SMILES) ... C[C@]1(Cl)[C@H](O)[C@@H]1S
Max |F| ... 4.9 eV Å⁻¹
Relative energy (zero: lowest compared OMol25 entry of this formula, charge and spin) ... 2.138 eV
Net charge ... 0

[4]
Formula: C25H31FN2O2
Source: the OMol25 dataset
Level of theory: ωB97M-V/def2-TZVPD

Atoms and positions in Å:
C -4.886 -1.853 -0.960
N -4.601 -1.451 0.395
C -3.385 -1.511 0.987
O -3.164 -0.987 2.066
C -2.318 -2.276 0.272
C -1.117 -1.626 0.015
C -0.062 -2.312 -0.576
C -0.229 -3.663 -0.893
C -1.415 -4.308 -0.612
C -2.468 -3.623 -0.029
H -3.390 -4.132 0.206
H -1.521 -5.357 -0.848
H 0.596 -4.186 -1.350
O 1.140 -1.780 -0.903
C 1.459 -0.445 -0.531
C 2.716 -0.061 -1.321
C 3.978 -0.413 -0.532
N 4.075 0.287 0.741
C 2.792 0.723 1.256
C 1.731 -0.335 0.979
H 2.095 -1.299 1.336
H 0.819 -0.095 1.526
H 2.896 0.862 2.337
H 2.463 1.686 0.826
C 5.121 1.278 0.874
C 6.530 0.652 0.746
H 7.081 0.801 1.674
H 6.461 -0.420 0.571
C 7.226 1.391 -0.398
H 7.025 0.899 -1.352
H 8.306 1.438 -0.263
C 6.573 2.770 -0.384
H 6.733 3.322 -1.310
H 6.969 3.360 0.444
C 5.102 2.450 -0.140
H 4.545 3.308 0.236
H 4.642 2.126 -1.074
H 5.006 1.686 1.884
H 3.965 -1.493 -0.335
H 4.859 -0.198 -1.138
H 2.710 -0.604 -2.267
H 2.693 1.008 -1.539
H 0.634 0.220 -0.827
H -1.036 -0.587 0.290
C -5.688 -0.778 1.089
C -5.894 0.619 0.565
C -4.925 1.586 0.812
C -5.064 2.867 0.313
C -6.187 3.169 -0.438
C -7.166 2.229 -0.699
C -7.009 0.950 -0.194
H -7.768 0.206 -0.389
H -8.028 2.500 -1.287
F -6.331 4.418 -0.931
H -4.324 3.629 0.499
H -4.063 1.325 1.406
H -5.409 -0.741 2.145
H -6.598 -1.374 0.970
H -5.344 -1.019 -1.498
H -3.971 -2.140 -1.472
H -5.581 -2.697 -0.971

HOMO energy ... -0.295 Eh
Frontier orbital gap ... 8.68 eV
Energy ... -1331.1023 hartree
Structure (SMILES) ... CN(Cc1ccc(F)cc1)C(=O)c1cccc(OC2CCN(C3CCCC3)CC2)c1
Max |F| ... 0.4 eV Å⁻¹
Relative energy (zero: lowest compared OMol25 entry of this formula, charge and spin) ... 0.287 eV
Net charge ... 0

[5]
Formula: C2H6N4O
Source: the OMol25 dataset
Level of theory: ωB97M-V/def2-TZVPD

Atoms and positions in Å:
C 0.927 0.045 -0.024
C -1.443 0.201 -0.434
H 3.018 -0.468 -0.587
H 1.827 -1.864 0.266
H 2.344 1.512 0.713
H -2.024 -1.550 0.440
H -3.290 -0.152 0.601
H -0.373 1.733 -0.405
N 1.861 -0.913 -0.236
N 1.272 1.312 0.233
N -2.549 -0.704 0.197
N -1.412 1.409 -0.376
O -0.158 -0.558 -0.388

HOMO energy ... -0.353 Eh
Frontier orbital gap ... 9.97 eV
Energy ... -373.9328 hartree
Max |F| ... 7.2 eV Å⁻¹
Relative energy (zero: lowest compared OMol25 entry of this formula, charge and spin) ... 4.832 eV
Net charge ... 0

[6]
Formula: C29H16Br4I2N4O2Re
Source: the OMol25 dataset
Level of theory: ωB97M-V/def2-TZVPD

Atoms and positions in Å:
Re 0.357 -0.544 0.183
C -2.874 -0.698 -1.161
C -2.003 0.340 -1.796
C -2.500 1.153 -2.833
C -1.715 2.102 -3.424
C -0.380 2.265 -3.000
C 0.557 3.187 -3.537
Br 0.050 4.339 -4.930
C 1.832 3.240 -3.056
C 2.249 2.381 -2.016
Br 3.991 2.496 -1.347
C 1.372 1.479 -1.483
O 1.699 0.607 -0.494
C 0.055 1.428 -1.963
N -0.752 0.491 -1.360
H -3.845 -0.737 -1.647
H -3.033 -0.481 -0.106
H -2.420 -1.691 -1.224
H -3.522 1.009 -3.153
H -2.101 2.718 -4.224
H 2.542 3.943 -3.470
Br 4.699 -3.906 4.074
C 3.493 -2.944 3.036
C 2.963 -1.751 3.496
C 2.080 -1.070 2.684
N 1.724 -1.525 1.477
C 2.217 -2.699 1.041
C 3.110 -3.431 1.790
C 1.692 -3.133 -0.265
C 2.088 -4.287 -0.897
C 1.563 -4.596 -2.148
Br 2.087 -6.149 -3.014
C 0.654 -3.731 -2.742
C 0.290 -2.599 -2.057
N 0.780 -2.299 -0.834
H 3.231 -1.352 4.464
H 1.642 -0.129 2.988
H 3.507 -4.371 1.437
H 2.807 -4.949 -0.438
H 0.239 -3.933 -3.719
H -0.411 -1.894 -2.477
I -3.745 -2.144 2.571
C -3.013 -0.213 2.464
C -3.800 0.884 2.904
C -3.333 2.169 2.872
I -4.553 3.700 3.569
C -2.025 2.450 2.383
C -1.388 3.710 2.335
C -0.103 3.798 1.874
C 0.560 2.647 1.418
N -0.012 1.458 1.406
C -1.274 1.366 1.909
C -1.776 0.047 1.965
O -0.847 -0.872 1.579
H -4.790 0.680 3.289
H -1.911 4.589 2.687
H 0.417 4.745 1.854
H 1.580 2.710 1.067

HOMO energy (spin up / spin down) ... -0.487 / -0.489 Eh
Frontier orbital gap (spin up / spin down) ... 6.02 / 6.00 eV
<S²> ... 0.75
Energy ... -12453.5558 hartree
Spin multiplicity ... 2
Max |F| ... 2.0 eV Å⁻¹
Relative energy (zero: lowest compared OMol25 entry of this formula, charge and spin) ... 0.450 eV
Net charge ... +2

Repeat the sixth record exactly.
Formula: C29H16Br4I2N4O2Re
Source: the OMol25 dataset
Level of theory: ωB97M-V/def2-TZVPD

Atoms and positions in Å:
Re 0.357 -0.544 0.183
C -2.874 -0.698 -1.161
C -2.003 0.340 -1.796
C -2.500 1.153 -2.833
C -1.715 2.102 -3.424
C -0.380 2.265 -3.000
C 0.557 3.187 -3.537
Br 0.050 4.339 -4.930
C 1.832 3.240 -3.056
C 2.249 2.381 -2.016
Br 3.991 2.496 -1.347
C 1.372 1.479 -1.483
O 1.699 0.607 -0.494
C 0.055 1.428 -1.963
N -0.752 0.491 -1.360
H -3.845 -0.737 -1.647
H -3.033 -0.481 -0.106
H -2.420 -1.691 -1.224
H -3.522 1.009 -3.153
H -2.101 2.718 -4.224
H 2.542 3.943 -3.470
Br 4.699 -3.906 4.074
C 3.493 -2.944 3.036
C 2.963 -1.751 3.496
C 2.080 -1.070 2.684
N 1.724 -1.525 1.477
C 2.217 -2.699 1.041
C 3.110 -3.431 1.790
C 1.692 -3.133 -0.265
C 2.088 -4.287 -0.897
C 1.563 -4.596 -2.148
Br 2.087 -6.149 -3.014
C 0.654 -3.731 -2.742
C 0.290 -2.599 -2.057
N 0.780 -2.299 -0.834
H 3.231 -1.352 4.464
H 1.642 -0.129 2.988
H 3.507 -4.371 1.437
H 2.807 -4.949 -0.438
H 0.239 -3.933 -3.719
H -0.411 -1.894 -2.477
I -3.745 -2.144 2.571
C -3.013 -0.213 2.464
C -3.800 0.884 2.904
C -3.333 2.169 2.872
I -4.553 3.700 3.569
C -2.025 2.450 2.383
C -1.388 3.710 2.335
C -0.103 3.798 1.874
C 0.560 2.647 1.418
N -0.012 1.458 1.406
C -1.274 1.366 1.909
C -1.776 0.047 1.965
O -0.847 -0.872 1.579
H -4.790 0.680 3.289
H -1.911 4.589 2.687
H 0.417 4.745 1.854
H 1.580 2.710 1.067

HOMO energy (spin up / spin down) ... -0.487 / -0.489 Eh
Frontier orbital gap (spin up / spin down) ... 6.02 / 6.00 eV
<S²> ... 0.75
Energy ... -12453.5558 hartree
Spin multiplicity ... 2
Max |F| ... 2.0 eV Å⁻¹
Relative energy (zero: lowest compared OMol25 entry of this formula, charge and spin) ... 0.450 eV
Net charge ... +2

> Among the records above, which one has the lowest energy?

C29H16Br4I2N4O2Re

Copy entry 5 word for word.
Formula: C2H6N4O
Source: the OMol25 dataset
Level of theory: ωB97M-V/def2-TZVPD

Atoms and positions in Å:
C 0.927 0.045 -0.024
C -1.443 0.201 -0.434
H 3.018 -0.468 -0.587
H 1.827 -1.864 0.266
H 2.344 1.512 0.713
H -2.024 -1.550 0.440
H -3.290 -0.152 0.601
H -0.373 1.733 -0.405
N 1.861 -0.913 -0.236
N 1.272 1.312 0.233
N -2.549 -0.704 0.197
N -1.412 1.409 -0.376
O -0.158 -0.558 -0.388

HOMO energy ... -0.353 Eh
Frontier orbital gap ... 9.97 eV
Energy ... -373.9328 hartree
Max |F| ... 7.2 eV Å⁻¹
Relative energy (zero: lowest compared OMol25 entry of this formula, charge and spin) ... 4.832 eV
Net charge ... 0